{
  "formula": "C4H9NO2",
  "method": "the ωB97M-V functional and the def2-TZVPD basis",
  "orbital_gap_ev": 10.739,
  "smiles": "CCNC(=O)OC",
  "homo_ev": -9.81,
  "de_lowest_kj_mol": 47.9,
  "lumo_energy_ev": 0.926,
  "elements": ["C", "C", "N", "C", "O", "O", "C", "H", "H", "H", "H", "H", "H", "H", "H", "H"],
  "positions_angstrom": [[2.00267, 0.66573, 0.56355], [0.88931, 1.66312, 0.25331], [-0.22284, 1.05662, -0.47052], [-0.81517, -0.06190, 0.03760], [-0.76913, -0.41936, 1.19721], [-1.45697, -0.74262, -0.94006], [-1.91688, -2.03059, -0.53930], [2.80776, 1.13694, 1.13542], [1.59626, -0.15343, 1.15922], [2.42025, 0.25367, -0.36427], [0.50977, 2.10859, 1.17709], [1.25545, 2.48298, -0.37187], [-0.21021, 1.10534, -1.47792], [-2.33129, -2.48629, -1.43962], [-1.08048, -2.62669, -0.16082], [-2.67849, -1.95212, 0.24097]],
  "mulliken_charge": [-1.08, -0.41, -0.22, 0.65, -0.60, -0.38, -0.60, 0.35, 0.33, 0.28, 0.24, 0.37, 0.28, 0.23, 0.29, 0.26]
}